Below is a molecular structure, C22H44N3OP3PdSe in a non-equilibrium geometry, with properties calculated with wB97M-V/def2-TZVPD.

As for the spin multiplicity: 5. As for the expectation value of S²: 6.055. For the highest occupied orbital energy (spin up / spin down), the calculation gives -18.797 / -20.501 eV. The value obtained for the gap between HOMO and LUMO (spin up / spin down) is 6.693 / 4.571 eV. Its total charge is +4. The LUMO energy (spin up / spin down) comes out at -0.44483 / -0.58541 Eh.

Each line ends with the Löwdin charge.
Atoms and positions in Å:
Pd1 0.94 -0.35 0.05  0.398
P1 1.54 2.03 -0.02  0.772
P2 -1.70 0.56 -0.41  0.831
P3 1.17 -0.89 -2.14  0.714
H1 4.49 -3.03 0.90  0.061
C1 4.73 -2.10 0.38  0.029
C2 3.79 -1.23 0.01  -0.188
H2 2.73 -1.55 0.06  -0.021
C3 1.62 2.87 1.60  -0.242
C4 0.64 3.35 -0.94  -0.230
C5 3.27 2.31 -0.56  -0.235
C6 -3.07 -0.65 -0.32  -0.249
C7 -2.25 1.62 0.98  -0.236
C8 -2.36 1.46 -1.88  -0.230
C9 2.66 -1.90 -2.51  -0.233
C10 1.18 0.45 -3.38  -0.214
C11 -0.20 -2.00 -2.60  -0.238
H3 5.80 -1.93 0.23  0.100
H4 3.99 -0.21 -0.35  0.053
H5 2.32 2.33 2.25  0.022
H6 0.63 2.89 2.07  0.044
H7 1.97 3.90 1.44  0.083
H8 -0.39 3.47 -0.58  0.041
H9 0.63 3.14 -2.02  0.051
H10 1.19 4.28 -0.76  0.077
H11 3.96 2.04 0.25  0.052
H12 3.41 3.38 -0.80  0.082
H13 3.50 1.71 -1.45  0.038
H14 -4.01 -0.11 -0.51  0.079
H15 -3.08 -1.12 0.67  0.028
H16 -2.93 -1.43 -1.08  0.040
H17 -3.26 2.01 0.76  0.081
H18 -1.56 2.45 1.17  0.027
H19 -2.29 0.99 1.88  0.032
H20 -3.40 1.74 -1.67  0.076
H21 -2.35 0.78 -2.75  0.055
H22 -1.77 2.35 -2.13  0.038
H23 2.66 -2.28 -3.53  0.084
H24 2.69 -2.75 -1.81  0.032
H25 3.56 -1.29 -2.36  0.053
H26 1.43 0.03 -4.37  0.082
H27 1.94 1.21 -3.14  0.041
H28 0.20 0.94 -3.45  0.045
H29 0.10 -2.63 -3.44  0.074
H30 -1.10 -1.44 -2.88  0.044
H31 -0.42 -2.64 -1.74  0.026
C12 -0.29 -5.20 0.67  -0.538
C13 0.74 -4.33 1.07  -0.110
C14 1.99 -4.42 0.48  -0.055
C15 2.25 -5.47 -0.41  0.013
C16 1.33 -6.51 -0.56  0.013
C17 0.05 -6.39 0.00  -0.032
Se1 -2.06 -4.55 0.88  1.186
H32 -2.36 -4.57 -0.57  -0.050
H33 0.49 -3.54 1.78  0.082
H34 2.75 -3.69 0.72  0.066
H35 3.21 -5.49 -0.94  0.139
H36 1.59 -7.39 -1.17  0.148
H37 -0.70 -7.18 -0.12  0.139
C18 -1.66 -0.85 4.74  0.064
N1 -0.32 -0.74 4.17  0.048
C19 0.72 -0.49 5.02  0.091
C20 1.97 -0.35 4.52  0.157
C21 2.12 -0.35 3.12  -0.300
N2 1.12 -0.67 2.29  0.107
C22 -0.13 -0.92 2.80  -0.447
O1 -1.08 -1.31 2.08  0.029
N3 3.27 0.17 2.60  0.237
H38 -2.35 -1.26 4.00  0.111
H39 -2.01 0.13 5.08  0.146
H40 -1.61 -1.53 5.61  0.138
H41 0.47 -0.40 6.07  0.184
H42 2.80 -0.19 5.18  0.166
H43 4.10 -0.03 3.13  0.157
H44 3.38 0.04 1.60  0.043